Here is C33H63N3O3S2SiSn as an isolated structure from OMol25. Energies are from ωB97M-V/def2-TZVPD.

Geometry (Å):
Sn: -0.793876 -0.761518 -0.661858
C: -2.705969 -2.196820 -2.187682
C: -3.322857 -1.567695 -1.082281
C: -2.722455 -2.139196 0.111349
C: -1.729147 -3.062771 -0.359286
C: -1.731241 -3.103275 -1.769552
C: -0.867512 -3.985963 -2.643320
C: -1.516161 -5.375139 -2.730157
C: -0.746867 -3.400059 -4.050844
C: 0.532036 -4.130015 -2.044935
C: -3.169385 -2.179530 1.581023
C: -2.220514 -3.061316 2.408472
C: -4.549018 -2.853587 1.635372
C: -3.210905 -0.817669 2.287757
C: -4.488418 -0.612619 -1.373850
C: -4.989344 0.245771 -0.214345
C: -4.068361 0.379128 -2.472261
C: -5.663214 -1.460850 -1.888878
H: -2.923963 -1.960148 -3.216057
H: -1.112934 -3.678388 0.275512
H: -2.519946 -5.305674 -3.151405
H: -1.597764 -5.825897 -1.739723
H: -0.920408 -6.037175 -3.362299
H: -1.717239 -3.352071 -4.546228
H: -0.092578 -4.023906 -4.662752
H: -0.332706 -2.389867 -4.022981
H: 0.498613 -4.570753 -1.048144
H: 1.024027 -3.155893 -1.966179
H: 1.149056 -4.774813 -2.675316
H: -2.223742 -4.095833 2.061833
H: -2.558579 -3.061023 3.446108
H: -1.196846 -2.683972 2.392563
H: -4.495794 -3.855668 1.205767
H: -5.302339 -2.295915 1.083060
H: -4.883322 -2.941829 2.671622
H: -2.241335 -0.318820 2.241113
H: -3.452670 -0.975681 3.341396
H: -3.953853 -0.145714 1.876968
H: -4.196467 0.879030 0.180072
H: -5.426469 -0.344104 0.588109
H: -5.776712 0.900881 -0.594638
H: -3.237518 1.002206 -2.132101
H: -4.908153 1.036227 -2.708957
H: -3.769008 -0.117788 -3.393466
H: -5.975339 -2.191944 -1.141074
H: -5.392002 -2.005558 -2.793571
H: -6.516596 -0.817646 -2.115692
C: 2.546464 -0.451358 -3.014146
C: 3.296502 -0.597560 -1.696236
C: 3.975269 -1.956193 -1.622124
C: 4.315042 0.522326 -1.532918
O: 2.293282 -0.499068 -0.670569
Si: 2.383857 -0.448628 0.977703
S: 0.431808 -0.539762 1.686531
O: 3.385377 -1.599163 1.564804
C: 3.200124 -2.929554 2.074451
C: 4.589523 -3.554589 2.101233
C: 2.280906 -3.733622 1.167321
C: 2.631899 -2.839180 3.484879
O: 3.135820 0.994350 1.280653
C: 3.746053 1.481477 2.493574
C: 2.899055 1.114745 3.704881
C: 5.147937 0.896133 2.604348
C: 3.817115 2.994115 2.335686
H: 3.231412 -0.550597 -3.856540
H: 2.063448 0.525512 -3.079861
H: 1.778045 -1.223515 -3.100352
H: 4.688960 -2.051741 -2.442020
H: 3.241564 -2.756796 -1.718300
H: 4.506810 -2.073569 -0.677981
H: 5.039743 0.476628 -2.348323
H: 4.852881 0.427791 -0.589701
H: 3.833881 1.501470 -1.562252
H: 4.995549 -3.629616 1.092283
H: 4.549667 -4.555810 2.531696
H: 5.263066 -2.943191 2.702300
H: 2.668464 -3.746200 0.148861
H: 1.274006 -3.314413 1.157694
H: 2.224954 -4.763938 1.524217
H: 3.311008 -2.278184 4.129149
H: 2.509165 -3.838820 3.904705
H: 1.659365 -2.345677 3.475322
H: 2.837882 0.033011 3.826359
H: 1.885357 1.501497 3.594933
H: 3.342158 1.533651 4.609779
H: 5.102019 -0.190009 2.658113
H: 5.646973 1.274521 3.498014
H: 5.742238 1.175546 1.732838
H: 2.813296 3.417446 2.264006
H: 4.381809 3.254118 1.439197
H: 4.307436 3.451598 3.194934
C: -3.399508 4.335764 2.839252
C: -2.653709 3.012931 3.011072
C: -1.730521 2.739831 1.866862
N: -2.096242 2.141466 0.790687
N: -1.094094 2.018101 -0.138705
C: 0.027020 2.543364 0.268781
N: 1.179832 2.533536 -0.467427
S: -0.073078 3.249336 1.840786
H: -4.071656 4.511042 3.678731
H: -3.988136 4.320859 1.922622
H: -2.703924 5.173749 2.781254
H: -3.358528 2.181316 3.058688
H: -2.088429 3.011615 3.945032
H: 1.149200 1.826098 -1.194669
H: 2.008251 2.363453 0.097955

Forces on atoms 1 to 6 (eV/Å):
Sn 0.0 -0.1 -0.1
C 0.0 0.1 0.0
C -0.1 -0.1 0.0
C 0.0 0.1 0.1
C 0.1 0.0 0.0
C 0.1 0.0 0.1

For the highest occupied orbital energy, the calculation gives -7.92 eV. The orbital gap is 8.53 eV. As for the relative energy (zero: lowest compared OMol25 entry of this formula, charge and spin): 0.000 eV. The calculation puts the LUMO energy at 0.605 eV. As for the multiplicity: 1.

Here are the Mulliken charges for atoms 1 to 8, given in e:
1 Sn 0.744
2 C -1.146
3 C 1.110
4 C -0.242
5 C 0.066
6 C -0.517
7 C 2.558
8 C -1.893